Molecular formula: C2HCl2FS
Method: DFT, wB97M-V/def2-TZVPD

Last column: Mulliken charge in e.
Positions of all 7 atoms, in Å:
F: -0.963 -0.007 1.253  -0.183
C: -0.539 0.145 -0.048  0.606
Cl: -1.306 -1.258 -1.056  -0.154
Cl: -1.111 1.556 -0.902  -0.089
C: 0.865 -0.061 0.206  -0.324
S: 2.182 0.045 -0.763  -0.134
H: 0.872 -0.420 1.311  0.280

Computed properties:
- SMILES = FC(Cl)(Cl)C=S
- electronic energy (a.u.) = -1495.1810
- largest force on an atom (eV Å⁻¹) = 4.25
- energy relative to the best compared isomer or geometry (same formula, charge and spin) (kcal/mol) = 27.4